No. 1
30
Properties=species:S:1:pos:R:3:forces:R:3:nbo_charge:R:1 method="wB97M-V/def2-TZVPD" charge=0 smiles=O.O.O.O.O.O.O.O.O.O orbital_gap_ha=0.351 e_above_lowest_kj_mol=501.3 e_homo_ev=-10.351 fmax_ev_per_a=3.3
H -0.366 -0.182 -0.499 0.06 -0.23 -0.06 0.462
H -1.693 -0.831 -0.142 0.04 -0.14 0.11 0.469
H 3.233 -1.366 0.527 -0.16 -0.14 0.04 0.473
H 4.022 -1.948 1.688 -0.03 -0.07 -0.09 0.466
H 2.899 2.719 -0.339 0.07 0.29 -0.18 0.452
H 3.063 3.073 1.130 0.01 0.20 0.09 0.468
H -0.830 1.279 1.816 0.02 0.11 0.20 0.467
H -0.839 0.852 3.275 0.51 0.20 0.18 0.458
H 0.566 -1.444 -4.611 0.09 -0.08 -0.07 0.467
H 1.362 -0.150 -4.599 0.13 -0.10 -0.09 0.458
H -2.068 -3.999 -0.400 0.06 -0.18 0.05 0.454
H -2.736 -2.945 0.467 0.14 -0.21 0.39 0.466
H -2.469 0.523 1.982 -0.42 0.29 -0.15 0.471
H -3.012 1.030 0.656 -0.45 0.02 -0.05 0.442
H 0.296 3.075 -4.746 -0.02 0.11 0.04 0.472
H 0.097 2.134 -3.569 -0.06 0.15 0.00 0.455
H 1.085 1.009 0.554 0.05 0.01 0.18 0.468
H 2.603 0.937 0.581 0.01 -0.09 0.12 0.461
H -3.526 -1.765 2.631 -0.07 -0.03 0.13 0.471
H -2.070 -1.951 3.023 0.07 -0.16 -0.09 0.476
O -0.801 -0.690 0.195 -0.08 0.36 -0.09 -0.929
O 3.856 -2.068 0.746 0.08 0.18 0.08 -0.940
O 3.054 3.466 0.250 -0.05 -0.34 0.03 -0.916
O -1.148 1.549 2.685 2.69 0.02 1.83 -0.914
O 1.420 -1.075 -4.862 -0.20 0.17 0.14 -0.924
O -2.248 -3.774 0.520 0.02 -0.22 -0.93 -0.924
O -2.929 1.272 1.585 -2.43 -0.71 -1.98 -0.925
O 0.098 3.069 -3.803 0.07 -0.26 -0.05 -0.927
O 1.814 0.460 0.863 0.16 0.07 -0.23 -0.932
O -2.734 -2.261 2.397 -0.32 0.77 0.44 -0.942

No. 2
41
Properties=species:S:1:pos:R:3:forces:R:3:nbo_charge:R:1 method="wB97M-V/def2-TZVPD" charge=+3 orbital_gap_ha=0.092 e_above_lowest_kj_mol=0.0 e_homo_ev=-17.003 fmax_ev_per_a=3.1
Mg 0.209 4.613 -2.474 -0.53 -1.30 -0.15 1.876
Mg 3.022 3.688 0.131 -0.91 -1.48 0.26 1.822
C 0.891 0.980 -1.060 -0.14 0.42 -0.05 -0.800
C 0.702 2.355 -1.584 -1.03 -1.20 -0.67 0.847
O 1.321 3.408 -1.078 2.00 2.09 1.13 -1.112
O -0.037 2.603 -2.554 0.78 1.34 0.53 -0.728
H 1.143 0.913 -0.003 0.41 0.21 -0.07 0.250
H 1.620 0.499 -1.723 0.14 -0.11 0.20 0.315
H -0.023 0.395 -1.191 0.12 0.27 -0.02 0.325
Cl -3.454 0.389 -2.496 -0.21 -0.07 0.01 -0.043
C -1.889 0.819 -3.262 -1.20 -0.88 0.40 -0.359
C -1.611 -0.115 -4.415 -0.24 -0.31 0.10 -0.403
Cl -0.326 0.637 -5.407 0.03 -0.25 0.05 -0.057
H -1.213 0.634 -2.431 0.10 0.37 -0.65 0.181
H -1.990 1.856 -3.564 0.19 -0.16 -0.04 0.202
H -2.491 -0.344 -5.015 0.01 0.65 -0.24 0.257
H -1.316 -1.099 -4.054 0.50 0.17 0.02 0.241
Cl 3.516 0.927 2.371 0.37 1.28 -0.58 -0.053
C 2.242 -0.191 2.900 -1.43 -0.94 -0.68 -0.396
C 2.806 -1.263 3.809 -0.76 0.19 0.93 -0.411
Cl 2.843 -0.613 5.495 0.38 -0.30 -0.68 0.000
H 1.771 -0.602 2.002 0.67 -0.38 -0.20 0.221
H 1.373 0.312 3.320 0.57 0.47 0.63 0.251
H 3.750 -1.708 3.507 0.19 0.37 0.06 0.253
H 2.077 -2.075 3.837 -0.08 0.04 -0.10 0.264
Cl -1.278 -0.880 2.863 -0.03 0.20 0.02 -0.011
C -1.985 0.397 1.861 0.25 0.85 -0.37 -0.406
C -1.270 1.750 2.078 -0.14 -1.23 0.09 -0.374
Cl -2.039 2.912 0.976 -0.07 0.57 -0.13 -0.070
H -3.035 0.540 2.108 0.02 -0.22 0.20 0.255
H -1.941 0.124 0.807 0.08 -0.23 0.04 0.213
H -0.221 1.761 1.784 0.08 -0.39 0.21 0.165
H -1.361 2.004 3.132 -0.09 0.55 -0.15 0.254
Cl -0.650 -4.391 1.664 0.03 0.03 0.21 0.009
C 0.132 -3.218 0.602 -0.40 -0.20 -0.68 -0.415
C -0.591 -3.246 -0.747 0.45 0.28 0.37 -0.331
Cl 0.112 -1.860 -1.691 -0.03 -0.47 -0.31 -0.144
H 1.174 -3.499 0.468 0.00 -0.03 0.02 0.226
H 0.066 -2.218 1.025 -0.07 -0.11 0.17 0.196
H -1.653 -3.030 -0.701 -0.01 -0.15 0.22 0.238
H -0.397 -4.164 -1.293 -0.02 0.07 -0.10 0.252

No. 3
79
Properties=species:S:1:pos:R:3:forces:R:3:mulliken_spin:R:1 method="wB97M-V/def2-TZVPD" charge=+2 orbital_gap_ha="0.232 / 0.143" e_above_lowest_kj_mol=393.1 e_homo_ev="-12.947 / -12.957" fmax_ev_per_a=4.5 spin_multiplicity=4
C -2.307 -5.589 3.686 0.62 0.22 -0.40 0.002
C -0.999 -5.082 3.444 0.70 -1.72 0.80 0.007
C 0.087 -5.632 4.164 -0.36 -0.21 -0.05 0.000
C -0.152 -6.706 5.019 -0.35 0.64 -0.42 -0.001
N -1.378 -7.189 5.185 -0.04 -0.79 0.52 0.000
C -2.434 -6.669 4.566 0.63 0.73 -0.31 0.000
C -0.641 -4.045 2.540 -0.75 4.00 -0.28 -0.004
C -0.597 -2.832 2.208 -2.37 -3.80 0.46 0.019
C -1.106 -1.481 2.048 0.26 -0.14 0.89 -0.068
C -1.893 -1.034 0.998 0.68 0.89 -0.46 0.038
C -2.019 0.351 0.830 0.20 -0.16 0.09 0.064
C -1.478 1.252 1.764 0.59 -2.20 0.79 0.023
C -0.921 0.762 2.971 -0.10 -0.27 -0.69 -0.026
C -0.671 -0.606 3.064 -0.27 0.35 0.18 0.044
Co 1.063 -1.992 1.968 1.93 0.66 -0.01 1.948
P -0.240 0.182 -2.625 1.57 -0.39 -3.62 0.592
H 1.097 -5.237 4.053 -0.27 -0.13 -0.12 0.000
H -3.194 -5.174 3.211 0.30 -0.05 -0.07 0.000
H 0.684 -7.165 5.555 -0.45 0.02 -0.05 0.000
H -3.415 -7.116 4.756 0.41 0.15 0.01 0.000
H -0.147 -1.042 3.931 -0.37 0.41 -0.25 0.010
H -2.173 -1.753 0.242 -0.36 0.18 -0.09 0.002
H -0.575 1.402 3.772 -0.02 0.23 -0.22 -0.001
H -2.401 0.764 -0.095 -0.31 -0.03 -0.07 -0.051
C 0.226 1.750 -3.540 -0.90 0.66 1.40 0.084
C 1.328 1.707 -4.579 0.61 -0.43 -0.38 0.040
H 0.475 2.468 -2.743 -0.05 0.02 -0.30 0.003
H -0.718 2.101 -3.981 0.10 -0.13 0.25 0.000
H 1.448 2.698 -5.025 -0.14 0.00 0.24 0.005
H 2.299 1.428 -4.166 -0.07 0.10 0.03 -0.002
H 1.111 1.031 -5.405 0.10 0.09 0.19 -0.002
C 1.328 -0.808 -2.511 0.03 -0.16 1.32 0.144
C 1.186 -2.343 -2.531 -0.18 -0.04 0.01 0.006
H 1.761 -0.536 -1.533 0.01 0.01 -0.54 -0.041
H 2.027 -0.441 -3.283 -0.45 0.02 0.25 0.030
H 2.094 -2.785 -2.083 -0.39 0.15 -0.27 0.002
H 0.320 -2.666 -1.920 0.40 0.01 -0.34 -0.002
H 1.082 -2.748 -3.553 -0.06 0.19 0.53 0.001
C -1.190 -0.745 -3.915 -1.42 -0.15 1.26 0.073
C -0.598 -0.835 -5.308 0.58 0.19 -0.54 0.042
H -2.166 -0.239 -3.955 0.14 -0.15 0.02 -0.006
H -1.379 -1.744 -3.503 0.00 0.15 -0.08 -0.002
H -1.227 -1.461 -5.947 -0.12 -0.02 0.31 0.008
H -0.548 0.138 -5.794 -0.11 -0.08 0.05 -0.002
H 0.403 -1.272 -5.339 -0.04 0.04 0.12 -0.002
Br -1.015 2.930 1.215 -0.33 1.29 -0.08 0.001
P 3.432 2.133 1.195 0.83 0.61 -0.03 0.004
C 3.062 1.662 -0.547 -0.05 -0.02 0.12 -0.004
C 4.279 1.979 -1.430 0.01 -0.01 -0.32 0.001
H 2.161 2.217 -0.857 0.13 -0.29 -0.13 0.001
H 2.822 0.590 -0.540 0.24 0.22 -0.07 -0.006
H 4.329 1.304 -2.298 0.03 0.24 0.17 0.000
H 4.225 3.011 -1.811 0.11 -0.35 0.18 0.000
H 5.215 1.874 -0.855 -0.40 0.01 -0.33 0.000
C 2.357 3.613 1.353 -0.32 -0.05 0.13 0.001
C 2.822 4.580 2.451 -0.16 0.09 -0.10 0.000
H 1.354 3.192 1.547 0.57 0.67 -0.07 -0.001
H 2.326 4.129 0.375 0.07 -0.24 0.36 0.000
H 2.213 5.496 2.424 0.19 -0.23 0.09 0.000
H 2.715 4.137 3.450 0.10 0.10 -0.22 0.000
H 3.875 4.866 2.303 -0.37 -0.13 0.09 0.000
C 2.559 0.838 2.185 -0.03 0.21 0.12 0.038
C 3.622 0.044 2.958 -0.21 -0.36 0.00 0.002
H 2.021 0.239 1.424 -0.26 -0.31 0.20 -0.032
H 1.817 1.315 2.844 0.26 -0.23 -0.16 -0.001
H 3.163 -0.578 3.738 0.13 0.02 0.05 0.000
H 4.161 -0.627 2.272 0.06 0.27 0.23 0.001
H 4.357 0.717 3.435 -0.40 -0.36 -0.22 0.000
C -4.225 3.167 0.238 0.28 0.19 0.58 0.000
N -4.958 2.638 -0.870 0.10 -0.41 -1.12 0.001
C -4.369 2.093 -1.994 -0.80 -0.32 0.06 0.003
N -5.298 1.713 -2.935 0.52 0.15 0.44 0.000
O -3.151 1.908 -2.163 -0.57 0.22 0.45 0.013
H -4.124 2.430 1.044 -0.04 0.07 0.02 0.000
H -4.757 4.033 0.637 0.15 -0.05 -0.01 0.000
H -3.213 3.471 -0.045 -0.52 -0.02 -0.26 0.000
H -5.976 2.700 -0.836 0.71 -0.01 -0.11 0.000
H -4.970 1.318 -3.801 -0.16 0.06 0.11 0.000
H -6.285 1.800 -2.748 0.22 -0.05 -0.32 0.000

No. 4
74
Properties=species:S:1:pos:R:3:forces:R:3:mulliken_spin:R:1 method="wB97M-V/def2-TZVPD" charge=+4 orbital_gap_ha="0.257 / 0.103" e_above_lowest_kj_mol=0.0 e_homo_ev="-18.638 / -18.538" fmax_ev_per_a=5.0 spin_multiplicity=5
Ru 0.342 -0.563 0.453 -2.69 4.04 -1.29 1.808
P -1.348 -2.064 0.550 -3.14 -2.02 -0.37 -0.045
P 1.768 -1.124 2.093 3.39 -0.12 2.71 -0.117
P 1.567 -1.668 -1.110 1.98 -1.26 -1.17 -0.100
H -0.328 6.028 -6.679 -0.02 -0.31 -0.21 0.029
C -0.396 5.123 -7.298 3.47 1.84 0.66 0.446
C -1.584 4.569 -7.598 -3.57 -1.49 -1.09 0.430
H -2.525 4.998 -7.228 0.32 -0.14 -0.13 0.028
C -2.967 -1.310 0.932 -0.05 0.35 0.38 0.013
C -1.160 -3.462 1.702 0.11 -0.28 0.02 0.031
C -1.823 -2.679 -1.106 0.28 -0.36 -0.04 -0.003
C 3.313 -0.119 2.071 0.06 0.11 -0.33 0.023
C 1.336 -0.759 3.833 -1.15 0.54 0.04 0.037
C 2.327 -2.860 2.337 -0.30 -0.36 -0.55 0.028
C 1.082 -1.581 -2.878 -0.77 0.66 0.13 0.016
C 1.819 -3.491 -0.965 -0.19 0.11 0.26 0.015
C 3.278 -1.013 -1.202 -0.12 0.04 0.01 0.009
H 0.543 4.715 -7.697 -0.33 0.15 0.13 0.031
H -1.658 3.687 -8.248 0.02 0.32 0.22 0.027
H -3.065 -0.391 0.337 0.00 -0.21 0.18 -0.001
H -3.068 -1.053 1.991 0.05 -0.03 -0.28 0.002
H -3.771 -2.007 0.650 0.36 0.13 0.09 0.001
H -0.895 -3.099 2.706 -0.12 -0.03 -0.27 -0.002
H -0.365 -4.138 1.362 -0.21 0.11 0.10 0.004
H -2.101 -4.027 1.774 0.23 0.18 -0.07 -0.001
H -2.096 -1.807 -1.719 0.07 -0.25 0.27 0.000
H -2.699 -3.336 -1.006 0.29 0.13 -0.09 0.002
H -1.012 -3.224 -1.600 -0.24 -0.03 0.03 0.002
H 3.886 -0.299 2.992 -0.21 -0.10 -0.24 -0.001
H 3.021 0.940 2.036 0.10 -0.30 0.05 0.000
H 3.944 -0.336 1.205 -0.14 0.13 0.34 0.001
H 2.152 -1.074 4.497 0.04 -0.09 -0.50 0.003
H 0.426 -1.293 4.126 0.14 0.18 -0.01 -0.003
H 1.185 0.321 3.955 -0.07 -0.29 -0.01 0.000
H 3.406 -2.872 2.541 -0.24 0.14 -0.06 0.004
H 2.128 -3.487 1.466 0.10 0.05 0.36 -0.008
H 1.806 -3.297 3.200 0.08 0.20 -0.26 -0.003
H 1.570 -2.390 -3.438 -0.01 0.23 0.35 -0.001
H 1.399 -0.619 -3.297 -0.12 -0.18 0.07 0.004
H -0.005 -1.683 -2.974 0.22 0.03 -0.14 0.000
H 1.987 -3.905 -1.967 -0.05 0.17 0.28 -0.001
H 0.938 -3.979 -0.532 0.26 -0.01 -0.08 -0.003
H 2.707 -3.708 -0.360 -0.24 0.02 -0.17 0.001
H 3.740 -1.309 -2.153 -0.15 -0.06 0.21 0.000
H 3.896 -1.398 -0.383 -0.17 0.07 -0.31 0.001
H 3.238 0.083 -1.152 0.11 -0.27 0.01 -0.001
C -0.432 1.334 -2.143 0.30 0.14 -0.85 -0.074
C 0.702 2.213 -2.110 -1.54 -1.96 1.80 0.278
C 1.088 2.912 -3.249 0.38 1.23 -2.23 0.236
C 0.357 2.819 -4.432 -0.21 0.11 -0.16 0.041
C -0.785 2.007 -4.480 1.20 1.55 -1.41 0.202
C -1.202 1.315 -3.357 -0.05 -1.26 2.99 0.304
O -0.768 0.538 -1.170 1.09 -0.86 1.42 0.156
H 1.415 0.638 0.401 0.65 0.23 0.05 0.028
H 1.261 2.290 -1.176 -0.13 0.08 -0.23 0.027
H 1.990 3.530 -3.208 -0.30 -0.16 -0.06 0.001
H 0.648 3.378 -5.318 0.18 -0.23 0.28 0.010
H -1.346 1.911 -5.409 0.09 -0.05 0.23 0.007
H -2.098 0.694 -3.352 0.15 0.20 -0.13 0.008
C -1.946 1.886 5.541 -0.56 0.26 0.36 -0.001
N -1.865 1.020 4.377 0.67 0.07 -1.35 0.015
C -2.099 -0.395 4.651 -0.02 -0.07 0.27 0.005
C -1.445 1.451 3.157 -0.42 -0.28 1.56 -0.005
C -1.486 2.920 2.828 0.03 -0.01 0.03 0.007
O -1.063 0.620 2.301 0.69 -0.90 -1.44 0.044
H -1.414 1.420 6.380 0.05 0.19 -0.30 0.000
H -2.988 2.008 5.861 0.14 0.06 -0.09 0.001
H -1.520 2.855 5.305 0.03 -0.03 0.28 0.000
H -1.754 -1.009 3.812 -0.15 0.19 0.32 0.001
H -1.572 -0.659 5.581 -0.10 -0.09 -0.38 0.001
H -3.172 -0.563 4.832 0.30 0.05 -0.13 0.001
H -0.478 3.344 2.913 -0.15 -0.01 0.04 0.000
H -1.791 2.997 1.779 0.02 0.05 0.25 -0.001
H -2.173 3.489 3.469 0.25 -0.21 -0.35 0.001